(1)
Molecular formula: C30H23N5O5Y
Method: DFT, ωB97M-V/def2-TZVPD

Positions of all 64 atoms, in Å:
Y -0.159 0.034 0.124
O 1.840 -0.471 -3.847
C 1.463 -0.631 -2.599
O 1.282 0.304 -1.835
C 1.275 -2.079 -2.236
O 0.914 -2.198 -0.881
C -0.147 -3.147 -0.676
C -1.507 -2.533 -1.054
O -2.463 -3.238 -1.249
O -1.483 -1.226 -1.087
H 1.964 0.474 -4.038
H 2.209 -2.610 -2.443
H 0.508 -2.481 -2.906
H -0.150 -3.376 0.391
H 0.025 -4.069 -1.231
N 2.328 -3.364 9.881
C 2.055 -2.995 8.828
C 1.713 -2.534 7.512
C 0.924 -1.398 7.358
C 0.594 -0.961 6.087
C 1.059 -1.641 4.965
C 1.854 -2.773 5.128
C 2.176 -3.226 6.394
C 0.713 -1.163 3.596
C -0.634 -1.233 3.245
C -1.680 -1.805 4.023
C -2.836 -1.719 3.284
C -2.475 -1.109 2.068
N -1.174 -0.809 2.028
C 1.791 -0.692 2.823
C 3.125 -0.528 3.272
C 3.850 -0.002 2.222
C 2.942 0.143 1.164
N 1.710 -0.257 1.502
H 0.572 -0.866 8.231
H -0.025 -0.082 5.963
H 2.214 -3.304 4.256
H 2.784 -4.110 6.524
H -1.570 -2.244 5.000
H -3.819 -2.064 3.555
H -3.116 -0.910 1.219
H 3.493 -0.762 4.257
H 4.897 0.249 2.206
H 3.145 0.528 0.173
C 0.262 3.680 3.068
C -0.371 4.754 2.470
C -0.939 4.591 1.217
C -0.858 3.355 0.593
N -0.240 2.313 1.173
C 0.305 2.479 2.383
C -1.470 3.091 -0.739
C -2.086 4.082 -1.490
C -2.673 3.745 -2.699
C -2.638 2.428 -3.124
C -2.000 1.497 -2.324
N -1.417 1.821 -1.166
H 0.718 3.761 4.044
H -0.429 5.711 2.972
H -1.445 5.419 0.747
H 0.798 1.615 2.809
H -2.117 5.103 -1.144
H -3.160 4.503 -3.297
H -3.100 2.119 -4.049
H -1.965 0.447 -2.587

Gap between HOMO and LUMO: 6.858 eV
LUMO energy: -3.54 eV
Relative energy (zero: lowest compared OMol25 entry of this formula, charge and spin): 0.000 eV
HOMO level: -10.4 eV
Net charge: +1

---

(2)
Molecular formula: C30H24BFeN14
Method: DFT, ωB97M-V/def2-TZVPD

Positions of all 70 atoms, in Å:
Fe 0.403 -0.115 0.107
C 0.260 3.077 2.839
C -0.391 2.127 2.061
N 0.475 1.543 1.230
N 1.678 2.116 1.436
C 1.573 3.032 2.414
B 2.860 1.748 0.493
N 3.208 0.264 0.813
C 4.297 -0.359 1.285
C 4.000 -1.706 1.429
C 2.679 -1.830 1.015
N 2.211 -0.632 0.646
N 2.268 1.757 -0.949
C 2.635 2.533 -1.984
C 1.712 2.377 -2.998
C 0.784 1.472 -2.493
N 1.136 1.103 -1.261
N 4.009 2.680 0.591
C 4.012 4.048 0.645
C 5.283 4.473 0.390
C 6.017 3.285 0.162
N 5.253 2.220 0.265
H -0.163 3.716 3.593
H -1.428 1.833 2.072
H 2.433 3.591 2.739
H 5.206 0.193 1.448
H 4.656 -2.486 1.771
H 2.050 -2.704 0.961
H 3.524 3.139 -1.923
H 1.708 2.854 -3.962
H -0.102 1.070 -2.959
H 3.112 4.610 0.830
H 5.649 5.485 0.370
H 7.063 3.175 -0.070
C 1.771 -2.131 -3.452
C 1.764 -1.645 -2.147
N 0.618 -1.390 -1.524
C -0.523 -1.574 -2.221
C -0.487 -2.023 -3.531
N 0.656 -2.309 -4.143
C -1.738 -1.314 -1.438
C -3.025 -1.704 -1.744
C -4.004 -1.638 -0.748
C -3.608 -1.321 0.556
C -2.298 -0.953 0.781
N -1.438 -0.808 -0.235
C -1.603 -0.894 2.076
C -2.209 -0.954 3.320
N -1.503 -0.964 4.444
C -0.185 -0.898 4.330
C 0.446 -0.806 3.092
N -0.260 -0.828 1.967
C -5.405 -2.003 -1.036
C -6.446 -1.320 -0.414
C -7.757 -1.680 -0.711
N -8.008 -2.657 -1.567
C -7.043 -3.343 -2.157
C -5.707 -3.030 -1.924
H 2.706 -2.367 -3.944
H 2.681 -1.455 -1.611
H -1.396 -2.148 -4.107
H -3.269 -2.074 -2.730
H -4.301 -1.436 1.377
H -3.287 -0.987 3.419
H 0.395 -0.909 5.243
H 1.519 -0.707 3.012
H -6.259 -0.494 0.261
H -8.601 -1.164 -0.273
H -7.329 -4.146 -2.822
H -4.933 -3.614 -2.407

Gap between HOMO and LUMO (spin up / spin down): 6.081 / 2.071 eV
Spin multiplicity: 2
LUMO energy (spin up / spin down): -7.12 / -10.94 eV
Expectation value of S²: 0.78
Relative energy (zero: lowest compared OMol25 entry of this formula, charge and spin): 0.370 eV
HOMO level (spin up / spin down): -13.2 / -13.0 eV
Net charge: +2

---

(3)
Molecular formula: C30H24Br2N7O5STi
Method: DFT, ωB97M-V/def2-TZVPD

Positions of all 70 atoms, in Å:
Ti 0.777 -0.384 -0.028
C -2.365 -3.307 3.400
C -1.484 -2.257 3.621
C -0.563 -1.903 2.659
C -0.476 -2.632 1.464
C -1.339 -3.718 1.264
C -2.289 -4.028 2.219
N 0.484 -2.244 0.545
N 1.085 -3.195 -0.144
C 2.128 -2.732 -0.848
C 3.012 -3.616 -1.504
C 4.194 -3.128 -1.995
C 4.472 -1.761 -1.855
C 3.523 -0.932 -1.294
N 2.360 -1.384 -0.822
H -3.101 -3.566 4.144
H -1.514 -1.714 4.554
H 0.123 -1.085 2.834
H -1.261 -4.294 0.355
H -2.963 -4.852 2.049
H 2.744 -4.657 -1.560
H 4.916 -3.778 -2.469
H 5.411 -1.348 -2.182
H 3.703 0.134 -1.201
Br -1.142 -3.131 -2.357
C -0.747 -1.470 -3.158
C -1.319 -1.153 -4.380
C -0.954 0.047 -4.970
C -0.050 0.868 -4.316
C 0.427 0.466 -3.076
N 0.086 -0.688 -2.494
C 1.392 1.329 -2.268
O 2.060 2.169 -2.825
O 1.413 1.022 -1.025
H -2.025 -1.820 -4.847
H -1.361 0.322 -5.930
H 0.293 1.806 -4.723
N -2.979 -1.232 -0.390
C -2.168 -0.159 -0.561
O -0.987 -0.197 -0.051
C -2.596 0.946 -1.295
C -1.742 2.054 -1.367
N -1.031 2.959 -1.388
C -3.867 0.969 -1.874
N -4.919 0.934 -2.339
H -2.669 -1.998 0.187
H -3.933 -1.205 -0.711
C -2.421 2.886 2.777
S -1.910 1.142 2.699
C -3.561 0.392 2.570
H -2.946 3.155 1.863
H -1.519 3.480 2.883
H -3.060 3.031 3.643
H -4.161 0.670 3.433
H -3.419 -0.685 2.568
H -4.053 0.713 1.654
Br 2.648 6.899 0.957
C 2.554 5.020 1.189
C 1.360 4.371 0.915
C 1.283 3.004 1.087
C 2.414 2.294 1.489
C 3.604 2.961 1.766
C 3.673 4.336 1.637
C 2.354 0.808 1.492
O 3.339 0.093 1.399
O 1.153 0.306 1.547
H 0.506 4.925 0.558
H 0.358 2.478 0.873
H 4.465 2.390 2.083
H 4.581 4.873 1.868

Gap between HOMO and LUMO (spin up / spin down): 7.142 / 6.873 eV
Spin multiplicity: 2
LUMO energy (spin up / spin down): -0.49 / -1.69 eV
Expectation value of S²: 0.77
Relative energy (zero: lowest compared OMol25 entry of this formula, charge and spin): 1.172 eV
HOMO level (spin up / spin down): -7.6 / -8.6 eV
Net charge: 0

---

(4)
Molecular formula: C30H24BrCl5EuF10N4O2P2S2
Method: DFT, ωB97M-V/def2-TZVPD

Positions of all 81 atoms, in Å:
Eu -0.058 -0.920 1.736
F 3.264 -5.659 -3.364
C 2.637 -4.599 -2.895
C 2.433 -3.475 -3.695
F 2.865 -3.456 -4.943
C 1.748 -2.376 -3.179
F 1.518 -1.343 -3.983
C 1.252 -2.344 -1.877
P 0.436 -0.819 -1.194
C 1.561 0.446 -1.902
C 1.233 1.265 -2.978
C 2.132 2.220 -3.418
C 3.361 2.371 -2.795
C 3.708 1.533 -1.748
C 2.817 0.574 -1.306
C -1.080 -0.797 -2.205
C -1.655 -1.979 -2.663
C -2.870 -1.943 -3.324
C -3.514 -0.734 -3.537
C -2.951 0.444 -3.072
C -1.750 0.412 -2.384
C 1.445 -3.494 -1.116
Br 0.655 -3.671 0.611
C 2.128 -4.603 -1.598
F 2.268 -5.664 -0.818
H 0.301 1.141 -3.507
H 1.880 2.838 -4.266
H 4.055 3.119 -3.147
H 4.681 1.610 -1.284
H 3.118 -0.092 -0.512
H -1.158 -2.926 -2.504
H -3.314 -2.861 -3.675
H -4.460 -0.714 -4.057
H -3.447 1.389 -3.242
H -1.327 1.320 -1.974
Cl -2.236 -3.215 2.127
C -1.671 -3.640 3.742
Cl -0.685 -2.262 4.260
H -1.063 -4.544 3.691
H -2.524 -3.751 4.409
Cl 0.903 2.600 4.440
C 0.088 1.862 5.758
Cl -0.098 2.812 7.166
Cl 0.434 0.195 5.992
C -2.030 1.395 3.951
O -2.613 2.273 4.372
O -1.490 0.489 3.473
C -5.586 -2.103 0.914
C -4.475 -1.961 -0.131
C -3.641 -0.780 0.176
N -2.413 -0.807 0.576
N -1.891 0.419 0.849
C -2.746 1.398 0.638
N -2.463 2.680 0.848
S -4.302 0.832 0.094
H -6.217 -2.951 0.669
H -6.211 -1.212 0.948
H -5.160 -2.262 1.902
H -4.917 -1.840 -1.122
H -3.839 -2.846 -0.142
H -1.475 2.920 0.958
H -3.129 3.395 0.603
F 1.208 -0.107 3.225
P 2.718 -0.886 2.921
F 2.084 -0.934 1.299
F 3.310 0.544 2.566
F 3.054 -0.828 4.434
F 3.968 -1.678 2.441
F 1.817 -2.270 3.071
S 0.558 1.942 0.959
C 1.620 3.212 0.620
N 2.810 3.313 1.259
C 3.664 4.335 1.056
C 3.362 5.336 0.176
C 2.150 5.263 -0.534
C 1.295 4.219 -0.312
H 3.044 2.580 1.923
H 4.586 4.321 1.615
H 4.032 6.166 0.029
H 1.901 6.029 -1.251
H 0.360 4.137 -0.841

Gap between HOMO and LUMO (spin up / spin down): 5.766 / 7.826 eV
Spin multiplicity: 8
LUMO energy (spin up / spin down): -7.29 / -5.43 eV
Expectation value of S²: 15.77
Relative energy (zero: lowest compared OMol25 entry of this formula, charge and spin): 0.775 eV
HOMO level (spin up / spin down): -13.1 / -13.3 eV
Net charge: +2

---

(5)
Molecular formula: C30H24BrInO6P
Method: DFT, ωB97M-V/def2-TZVPD

Positions of all 63 atoms, in Å:
C 2.185 2.021 -3.858
C 1.591 2.509 -5.185
In -0.509 1.887 -5.397
O -0.762 0.243 -4.174
P -1.936 3.805 -4.385
O -0.741 4.959 -4.253
Br -1.991 3.065 -2.202
H 3.191 2.425 -3.673
H 1.561 2.315 -3.011
H 2.271 0.932 -3.840
H 2.166 2.147 -6.041
H 1.655 3.607 -5.215
H -1.024 1.483 -7.028
H -1.690 0.166 -3.936
H 0.078 4.647 -4.656
C 1.729 -8.262 -1.437
C 1.553 -7.991 -2.790
C 1.096 -6.750 -3.196
C 0.806 -5.773 -2.252
C 0.971 -6.048 -0.896
C 1.438 -7.294 -0.493
C 0.638 -5.026 0.144
O 0.795 -5.276 1.323
C 0.112 -3.716 -0.322
C -0.236 -2.767 0.631
C -0.720 -1.531 0.231
C -0.848 -1.239 -1.122
C -0.502 -2.178 -2.082
C -0.025 -3.423 -1.687
C 0.325 -4.431 -2.724
O 0.227 -4.204 -3.909
H 2.092 -9.232 -1.121
H 1.775 -8.752 -3.528
H 0.957 -6.515 -4.243
H 1.565 -7.482 0.565
H -0.119 -3.012 1.677
H -0.991 -0.787 0.970
H -1.204 -0.268 -1.443
H -0.586 -1.916 -3.130
C -0.992 0.229 6.280
C -0.542 1.178 7.192
C -0.319 2.482 6.785
C -0.538 2.844 5.462
C -0.979 1.888 4.546
C -1.210 0.583 4.961
C -1.197 2.241 3.111
O -1.593 1.420 2.312
C -0.901 3.640 2.691
C -1.044 3.974 1.350
C -0.783 5.266 0.929
C -0.385 6.230 1.850
C -0.238 5.903 3.187
C -0.489 4.605 3.614
C -0.301 4.264 5.051
O 0.038 5.097 5.866
H -1.169 -0.789 6.601
H -0.365 0.897 8.222
H 0.027 3.236 7.480
H -1.557 -0.140 4.234
H -1.354 3.215 0.647
H -0.890 5.516 -0.119
H -0.185 7.241 1.518
H 0.075 6.640 3.915

Gap between HOMO and LUMO: 5.037 eV
LUMO energy: 0.68 eV
HOMO level: -4.4 eV
Net charge: -1

---

(6)
Molecular formula: C30H24Cl4N2O2PZr
Method: DFT, ωB97M-V/def2-TZVPD

Positions of all 64 atoms, in Å:
Zr 0.133 1.276 -0.604
N -0.643 -0.105 -2.426
C -0.182 -1.488 -2.550
C 0.145 -1.987 -3.798
C 0.562 -3.305 -3.913
C 0.634 -4.114 -2.786
C 0.322 -3.593 -1.540
C -0.069 -2.265 -1.399
P -0.359 -1.440 0.194
C -0.771 -2.659 1.441
C 0.187 -3.538 1.953
C -0.183 -4.484 2.893
C -1.503 -4.555 3.325
C -2.454 -3.678 2.827
C -2.090 -2.724 1.885
C 1.347 -0.909 0.645
C 2.207 -0.416 -0.337
C 3.432 0.171 0.002
C 3.799 0.273 1.323
C 2.934 -0.199 2.315
C 1.721 -0.765 1.990
H -1.627 -0.099 -2.153
H -0.605 0.360 -3.329
H 0.056 -1.361 -4.678
H 0.811 -3.703 -4.888
H 0.937 -5.148 -2.878
H 0.382 -4.227 -0.664
H 1.219 -3.473 1.632
H 0.560 -5.162 3.293
H -1.785 -5.294 4.064
H -3.477 -3.727 3.175
H -2.833 -2.029 1.511
H 1.993 -0.600 -1.391
H 4.078 0.540 -0.783
H 4.746 0.721 1.594
H 3.213 -0.111 3.357
H 1.051 -1.086 2.776
Cl -5.980 2.362 2.036
C -4.295 2.101 1.858
C -3.500 1.835 2.974
Cl -4.200 1.763 4.540
C -2.127 1.622 2.823
Cl -1.101 1.255 4.161
C -1.570 1.694 1.564
O -0.242 1.499 1.308
C -2.366 1.938 0.452
O -1.720 1.925 -0.759
C -3.724 2.144 0.583
Cl -4.654 2.423 -0.835
C 1.213 2.203 -3.763
C 0.975 3.038 -2.542
C 0.424 4.301 -2.441
C 0.588 4.736 -1.116
C 1.240 3.740 -0.414
C 1.762 3.774 0.987
N 1.490 2.678 -1.294
H 1.886 2.708 -4.456
H 0.295 1.996 -4.321
H 1.692 1.251 -3.514
H -0.010 4.861 -3.256
H 0.299 5.695 -0.712
H 2.484 4.585 1.091
H 2.281 2.850 1.251
H 0.970 3.924 1.719

Gap between HOMO and LUMO: 7.643 eV
LUMO energy: -3.11 eV
Relative energy (zero: lowest compared OMol25 entry of this formula, charge and spin): 0.156 eV
HOMO level: -10.8 eV
Net charge: +1

---

(7)
Molecular formula: C30H24Cl5InN6O
Method: DFT, ωB97M-V/def2-TZVPD

Positions of all 67 atoms, in Å:
In 0.101 0.464 -0.136
C -0.788 2.045 2.876
C 0.698 2.391 3.017
C 1.502 1.385 2.269
C 2.374 1.593 1.259
C 3.353 0.568 0.897
C 3.360 -0.608 1.528
C 2.246 -0.953 2.438
N 1.293 0.089 2.813
N -1.170 1.969 1.451
C -1.102 3.313 0.846
C -0.947 3.274 -0.652
C -0.839 4.412 -1.360
C -0.326 4.332 -2.703
C -0.143 3.146 -3.291
C -0.628 1.900 -2.638
N -0.829 2.012 -1.201
C -2.543 1.462 1.289
C -2.635 -0.038 1.321
C -3.637 -0.684 2.026
C -3.746 -2.063 1.949
C -2.845 -2.761 1.157
C -1.864 -2.052 0.495
N -1.747 -0.720 0.578
H -1.406 2.785 3.396
H -0.980 1.071 3.330
H 0.985 2.343 4.070
H 0.929 3.398 2.679
H 2.490 2.594 0.861
H 4.139 0.833 0.204
H 4.163 -1.323 1.416
H 0.258 -1.525 2.236
H -0.236 3.830 1.247
H -1.979 3.902 1.139
H -1.004 5.369 -0.885
H -0.028 5.241 -3.207
H 0.318 3.052 -4.261
H -1.532 1.491 -3.106
H -2.890 1.785 0.304
H -3.213 1.902 2.034
H -4.329 -0.102 2.618
H -4.523 -2.584 2.492
H -2.898 -3.835 1.051
H -1.149 -2.562 -0.137
Cl -0.629 0.940 -5.684
C -0.225 -0.425 -4.727
C -0.270 -1.684 -5.364
C 0.129 -2.805 -4.709
Cl 0.134 -4.316 -5.529
C 0.549 -2.738 -3.352
C 1.018 -3.856 -2.640
C 1.414 -3.700 -1.340
C 1.269 -2.450 -0.741
N 0.801 -1.379 -1.354
C 0.504 -1.487 -2.691
C 0.170 -0.311 -3.416
O 0.389 0.842 -2.723
H -0.586 -1.732 -6.397
H 1.075 -4.817 -3.132
H 1.803 -4.527 -0.766
H 1.532 -2.333 0.297
Cl 3.115 -4.243 4.739
C 2.763 -3.207 3.444
Cl 2.776 -3.959 1.894
Cl 2.591 -1.158 5.120
C 2.510 -1.903 3.574
N 0.920 -0.891 1.788

Gap between HOMO and LUMO: 6.403 eV
LUMO energy: -6.16 eV
HOMO level: -12.6 eV
Net charge: +2

---

Which value of net charge does entry 2 give? +2

---

Which of these has the lowest net charge? C30H24BrInO6P

---

net charge of number 5 (C30H24BrInO6P)? -1